103
Properties=species:S:1:pos:R:3:forces:R:3:lowdin_charge:R:1 method="wB97M-V/def2-TZVPD" e_above_lowest_kj_mol=576.01 homo_ev="-8.88 / -9.47" spin_multiplicity=4 max_force_ev_per_a=9.4
C -2.79786 2.79065 4.46634 0.1 0.7 0.6 -0.092
C -2.99529 3.27004 2.91069 0.1 1.2 0.9 -0.212
O -2.81968 2.17858 1.91244 -1.7 -2.2 2.4 -0.029
B -3.70060 1.05720 2.30094 -1.3 1.6 -0.3 -0.500
O -5.17733 1.34415 2.26049 3.2 -0.6 2.5 0.054
O -3.27390 -0.27816 2.76360 3.4 2.3 -1.7 0.142
C -1.81017 -0.41809 2.80421 4.6 -0.2 4.8 -0.252
O -1.11594 -0.39423 3.96645 -5.1 0.0 -7.9 0.006
O -0.99080 -0.63133 1.57702 -4.4 -0.1 2.4 0.028
H -3.79437 2.40960 4.98805 2.0 0.6 -1.3 0.095
H -2.47066 3.74727 5.10105 -0.7 -2.0 -1.4 0.100
H -1.94850 1.99721 4.60247 -1.7 1.4 -0.4 0.086
H -2.16420 4.08704 2.68474 -1.8 -1.9 0.3 0.142
H -4.06308 3.76970 2.80889 2.2 -1.1 0.0 0.138
H -5.42994 1.51740 3.22840 0.2 -0.5 -2.1 0.123
H -1.57595 -1.09466 0.89311 0.9 0.9 1.2 0.147
C -1.98052 5.15254 -4.93089 -0.4 -0.1 -0.2 -0.033
C -1.12438 5.23246 -3.63340 0.6 0.3 -1.9 -0.462
C -0.35580 3.90060 -3.39880 -0.1 0.0 0.3 -0.143
C -1.23475 2.76969 -2.88392 0.0 0.0 0.0 -0.182
C -1.97947 3.20390 -1.62630 0.3 0.2 -0.1 -0.137
C -2.79662 4.50669 -1.83368 -1.8 -0.8 0.5 -0.465
N -1.99011 5.61421 -2.46656 3.6 0.1 3.5 -0.019
O -1.14383 6.13472 -1.46928 -2.5 -0.9 -2.7 -0.032
C -4.04403 4.17336 -2.69594 0.0 -0.1 -0.3 -0.053
C -3.41656 4.93110 -0.46144 0.7 0.4 -0.1 -0.044
C -0.05002 6.31720 -3.99409 -0.1 0.0 1.0 -0.053
H -1.63211 4.35330 -5.59753 0.0 0.2 0.2 0.091
H -3.04214 4.99041 -4.76771 0.1 -0.1 0.1 0.049
H -1.94218 6.08989 -5.49915 0.2 -0.1 0.2 0.079
H 0.45284 4.06196 -2.67244 -0.2 0.2 0.0 0.113
H 0.13724 3.57690 -4.32419 -0.1 0.3 0.0 0.123
H -1.93323 2.45014 -3.66336 0.0 0.0 0.0 0.107
H -0.60972 1.89839 -2.65442 -0.1 0.1 -0.1 0.102
H -2.64109 2.38833 -1.30650 -0.1 0.3 0.0 0.122
H -1.25189 3.33908 -0.81516 -0.1 0.2 -0.1 0.121
H -4.56653 5.08567 -3.00499 0.1 -0.1 0.0 0.091
H -4.76663 3.56895 -2.13257 0.3 0.2 0.1 0.086
H -3.81246 3.58085 -3.58290 0.0 0.2 0.0 0.063
H -2.66136 5.07573 0.31933 0.0 0.1 -0.3 0.066
H -4.10049 4.16194 -0.08230 0.2 0.0 -0.4 0.079
H -3.99208 5.85919 -0.56160 0.2 -0.1 0.0 0.089
H -0.51176 7.30233 -4.13440 0.0 -0.2 0.1 0.084
H 0.46308 6.05871 -4.92826 -0.4 -0.2 0.1 0.087
H 0.73168 6.41351 -3.22887 -0.4 -0.1 -0.1 0.075
C 4.44835 -1.98712 -1.92970 -0.2 -0.3 0.3 -0.031
C 4.34117 -0.56681 -2.55745 1.0 -1.6 -0.7 -0.464
C 5.59006 0.28846 -2.19910 -0.2 0.3 0.1 -0.148
C 5.59077 0.79914 -0.76529 0.0 0.0 0.0 -0.189
C 4.30147 1.55721 -0.46899 0.1 -0.1 -0.3 -0.138
C 3.03085 0.71915 -0.77098 -0.8 0.1 1.9 -0.465
N 3.05391 0.08584 -2.14065 0.6 4.3 -2.6 -0.016
O 2.77821 1.10297 -3.07399 0.3 -2.9 2.3 -0.035
C 2.88106 -0.36284 0.33242 0.2 -0.2 0.0 -0.054
C 1.77290 1.62369 -0.55447 0.2 0.0 -0.8 -0.042
C 4.42125 -0.86171 -4.09616 -0.5 0.8 0.1 -0.053
H 5.48391 -2.23563 -1.66428 -0.2 0.1 -0.1 0.090
H 3.84644 -2.13850 -1.03822 0.1 0.2 0.0 0.049
H 4.09461 -2.76232 -2.62031 0.1 0.3 0.0 0.080
H 5.65031 1.15637 -2.87040 -0.2 -0.2 0.0 0.122
H 6.50850 -0.28600 -2.37419 -0.3 -0.1 -0.1 0.120
H 5.72568 -0.03372 -0.06840 -0.1 0.0 0.0 0.105
H 6.44797 1.46674 -0.61700 -0.1 -0.1 0.0 0.115
H 4.30787 1.87019 0.58322 -0.3 -0.1 -0.1 0.125
H 4.29327 2.48257 -1.05994 -0.1 -0.2 -0.1 0.124
H 2.09301 -1.08061 0.07820 0.1 0.1 0.0 0.079
H 2.60298 0.08647 1.29452 0.0 0.1 -0.4 0.091
H 3.80488 -0.90842 0.53315 -0.1 0.0 -0.1 0.065
H 1.78833 2.52799 -1.17322 0.1 -0.3 -0.1 0.067
H 1.70888 1.96895 0.48466 0.3 -0.3 -0.1 0.088
H 0.85085 1.07153 -0.77255 0.2 0.0 0.0 0.080
H 3.54716 -1.42973 -4.43776 0.1 0.2 0.2 0.085
H 5.31207 -1.45682 -4.33076 -0.1 0.0 0.4 0.087
H 4.49170 0.05157 -4.70184 -0.1 -0.2 0.3 0.075
C -2.01823 -6.18114 3.97803 0.1 0.2 0.4 -0.031
C -1.66714 -5.99987 2.47246 -1.5 -1.1 0.8 -0.464
C -0.77287 -7.16993 1.97161 0.3 0.2 -0.2 -0.148
C 0.67349 -7.07656 2.43626 0.0 0.0 0.0 -0.189
C 1.26971 -5.72618 2.05450 -0.3 -0.1 -0.1 -0.139
C 0.42894 -4.53095 2.57657 1.5 0.9 1.1 -0.465
N -1.03876 -4.65404 2.24749 0.6 -0.5 -5.0 -0.014
O -1.18623 -4.34556 0.88192 0.1 -0.3 3.7 -0.041
C 0.64037 -4.41301 4.11020 -0.1 -0.2 0.2 -0.048
C 1.05260 -3.20475 2.02908 -0.6 -0.2 -0.4 -0.049
C -3.06046 -6.16284 1.77025 0.5 0.6 -0.6 -0.052
H -1.88001 -7.21999 4.30400 0.0 0.2 -0.2 0.091
H -1.44712 -5.55570 4.65818 0.2 -0.1 -0.1 0.051
H -3.06084 -5.91111 4.18557 0.1 -0.1 -0.3 0.080
H -0.77726 -7.19616 0.87305 -0.1 0.2 0.1 0.122
H -1.18983 -8.13285 2.29275 -0.2 0.3 0.0 0.120
H 0.73397 -7.24135 3.51640 0.0 0.1 0.0 0.105
H 1.25841 -7.87796 1.96922 -0.1 0.1 0.1 0.115
H 2.29429 -5.66786 2.44437 -0.2 0.3 0.0 0.124
H 1.35866 -5.67688 0.96123 -0.2 0.1 0.1 0.123
H -0.05373 -3.68837 4.55062 0.1 -0.1 -0.1 0.092
H 1.65440 -4.06522 4.34603 -0.2 0.0 -0.3 0.088
H 0.53954 -5.36401 4.63635 -0.1 0.1 -0.1 0.064
H 1.10853 -3.18161 0.93493 -0.2 -0.1 0.2 0.071
H 2.08100 -3.07450 2.38759 -0.3 -0.3 0.1 0.087
H 0.47713 -2.33343 2.36412 0.1 -0.2 -0.1 0.064
H -3.73996 -5.34544 2.04140 0.2 -0.1 0.0 0.084
H -3.53918 -7.10209 2.07254 0.3 0.1 0.2 0.087
H -2.98462 -6.19338 0.67517 0.1 0.1 0.3 0.075